Arrangement w

{
  "formula": "C10H14NO2",
  "method": "ωB97M-V with the def2-TZVPD basis set",
  "smiles": "CO[N+]1=CC=C[C@@H]2[C@H]1[C@]2(C)C(C)=O",
  "gap_ha": 0.3191,
  "total_charge": 1,
  "homo_ev": -13.409,
  "symbols": ["C", "C", "C", "C", "C", "C", "C", "C", "C", "C", "N", "O", "O", "H", "H", "H", "H", "H", "H", "H", "H", "H", "H", "H", "H", "H", "H"],
  "xyz": [[-1.80, -0.11, -1.22], [-1.94, -0.96, -0.16], [-0.38, 0.16, -1.64], [-0.87, -1.65, 0.51], [0.79, -0.52, -1.04], [-0.01, 1.27, 0.63], [0.45, 0.91, -0.71], [-0.85, 2.55, 0.69], [1.28, 2.02, -1.48], [1.28, -2.84, 2.02], [0.36, -1.71, 0.09], [0.24, 0.65, 1.62], [1.30, -2.53, 0.59], [-2.55, 0.48, -1.79], [-3.00, -1.14, 0.25], [-0.26, 0.30, -2.72], [-1.13, -2.36, 1.29], [1.66, -0.81, -1.54], [-0.14, 3.34, 0.83], [-1.46, 2.27, 1.66], [-1.33, 2.50, -0.30], [2.02, 1.66, -2.15], [1.83, 2.43, -0.67], [0.68, 2.87, -1.82], [1.56, -3.89, 2.11], [0.30, -2.64, 2.44], [1.97, -2.24, 2.53]],
  "mulliken_charge": [-0.741, -0.529, 0.111, 0.178, -1.046, 0.158, 1.407, -1.002, -1.729, -0.553, 0.360, -0.498, -0.344, 0.456, 0.321, 0.528, 0.444, 0.433, 0.305, 0.320, 0.313, 0.426, 0.530, 0.343, 0.259, 0.276, 0.277]
}

Arrangement x

{
  "formula": "C10H14NO2",
  "method": "ωB97M-V with the def2-TZVPD basis set",
  "gap_ha": 0.3302,
  "total_charge": 1,
  "homo_ev": -12.557,
  "symbols": ["C", "C", "C", "C", "C", "C", "C", "C", "C", "C", "N", "O", "O", "H", "H", "H", "H", "H", "H", "H", "H", "H", "H", "H", "H", "H", "H"],
  "xyz": [[-3.84, 0.43, 0.17], [-3.23, -0.77, 0.68], [-3.03, 1.43, -0.45], [-1.85, -0.93, 0.54], [-1.70, 1.15, -0.69], [-1.06, -0.04, -0.15], [2.45, 3.09, -0.07], [1.03, -2.42, -0.33], [1.28, -1.15, 0.42], [0.45, -0.02, -0.28], [2.69, -0.66, 0.27], [2.70, 2.11, 0.63], [0.99, 0.93, -0.82], [-4.92, 0.46, 0.46], [-3.85, -1.54, 1.24], [-3.48, 2.38, -0.85], [-1.32, -1.84, 1.03], [-1.08, 1.75, -1.31], [2.52, 4.13, 0.20], [-0.09, -2.67, -0.49], [1.57, -2.41, -1.33], [1.39, -3.16, 0.28], [1.03, -1.34, 1.41], [2.64, 0.21, -0.26], [3.14, -1.42, -0.33], [3.23, -0.58, 1.21], [2.36, 2.86, -1.20]],
  "mulliken_charge": [-0.193, -0.815, -0.739, 0.142, -0.407, 0.520, -0.028, -1.546, -0.320, 0.756, -0.161, -0.472, -0.643, 0.321, 0.335, 0.337, 0.119, 0.474, 0.333, 0.396, 0.476, 0.444, 0.369, 0.393, 0.388, 0.377, 0.142]
}

Stability comparison, relative energies in kJ/mol: arrangement w 338.5; arrangement x 0.0

Arrangement w

{
  "formula": "C2H3FO2S",
  "method": "ωB97M-V with the def2-TZVPD basis set",
  "gap_ha": 0.3558,
  "total_charge": 0,
  "homo_ev": -10.349,
  "symbols": ["C", "C", "O", "O", "F", "S", "H", "H", "H"],
  "xyz": [[-0.20, 0.30, 0.08], [0.13, -0.31, -1.04], [3.37, -0.57, 0.14], [2.46, -2.71, 0.99], [0.52, -1.56, -1.05], [2.96, -1.92, -0.11], [-0.52, 1.22, 0.01], [-0.21, -0.22, 1.11], [0.26, 0.01, -2.06]],
  "mulliken_charge": [-0.642, 0.011, -0.385, -0.385, -0.256, 0.759, 0.328, 0.209, 0.361]
}

Arrangement x

{
  "formula": "C2H3FO2S",
  "method": "ωB97M-V with the def2-TZVPD basis set",
  "gap_ha": 0.3257,
  "total_charge": 0,
  "homo_ev": -8.835,
  "symbols": ["C", "C", "O", "O", "F", "S", "H", "H", "H"],
  "xyz": [[-1.88, -0.67, -0.23], [1.54, 0.26, -0.14], [-1.99, -0.91, -1.38], [-0.84, 1.12, 0.97], [2.52, -0.16, 0.77], [-0.22, -0.19, 0.64], [-2.54, -0.50, 0.66], [1.63, 1.39, -0.24], [1.78, -0.33, -1.05]],
  "mulliken_charge": [0.229, -0.130, -0.375, -0.586, -0.245, 0.347, 0.297, 0.232, 0.230]
}

Stability comparison, relative energies in kJ/mol: arrangement w 0.0; arrangement x 155.4

Arrangement w

{
  "formula": "C5H12N4",
  "method": "ωB97M-V with the def2-TZVPD basis set",
  "smiles": "CCN([NH3+])/N=C\\CC#[NH+]",
  "gap_ha": 0.3484,
  "total_charge": 2,
  "homo_ev": -17.833,
  "symbols": ["C", "C", "C", "C", "C", "N", "N", "N", "N", "H", "H", "H", "H", "H", "H", "H", "H", "H", "H", "H", "H"],
  "xyz": [[1.19, 0.78, 0.02], [3.37, -0.11, -0.14], [2.08, -0.53, -0.02], [-1.65, -1.19, -1.03], [-1.56, -0.95, 0.46], [0.05, 0.89, 0.43], [4.37, 0.52, -0.18], [-1.01, 0.32, 0.83], [-2.13, 1.49, 0.62], [1.75, 1.57, -0.32], [1.93, -1.28, 0.71], [1.67, -1.09, -0.96], [-2.62, -0.70, -1.50], [-0.81, -0.77, -1.45], [-1.71, -2.25, -1.17], [-0.87, -1.60, 0.87], [-2.53, -1.04, 1.13], [5.39, 0.42, -0.23], [-2.47, 1.81, 1.56], [-2.93, 1.40, 0.04], [-1.51, 2.30, 0.32]],
  "mulliken_charge": [-0.445, 0.160, -0.130, -0.939, -0.599, -0.223, -0.094, 0.145, -0.392, 0.459, 0.438, 0.319, 0.322, 0.347, 0.355, 0.417, 0.358, 0.372, 0.394, 0.318, 0.418]
}

Arrangement x

{
  "formula": "C5H12N4",
  "method": "ωB97M-V with the def2-TZVPD basis set",
  "smiles": "Cc1n(C)n[n+](C)[n+]1C",
  "gap_ha": 0.3655,
  "total_charge": 2,
  "homo_ev": -19.635,
  "symbols": ["C", "C", "C", "C", "C", "N", "N", "N", "N", "H", "H", "H", "H", "H", "H", "H", "H", "H", "H", "H", "H"],
  "xyz": [[-0.74, -0.17, -0.72], [-0.80, -0.60, -2.10], [-2.84, 0.45, 0.14], [2.17, -0.42, -0.39], [1.44, 0.54, 2.32], [-0.73, 0.69, 1.35], [-1.42, 0.29, 0.27], [0.84, -0.16, 0.14], [0.50, 0.40, 1.26], [-1.69, -1.18, -2.16], [-1.13, 0.26, -2.72], [0.16, -1.15, -2.30], [-3.18, -0.15, 1.01], [-3.15, 1.52, 0.39], [-3.14, 0.23, -0.88], [2.82, -0.57, 0.46], [2.30, -1.34, -0.95], [2.38, 0.30, -1.30], [2.01, -0.32, 2.61], [2.25, 1.37, 2.02], [0.97, 0.97, 3.26]],
  "mulliken_charge": [0.775, -1.159, -0.653, -0.752, -0.820, -0.895, 0.428, -0.223, 1.007, 0.437, 0.408, 0.287, 0.343, 0.342, 0.281, 0.341, 0.359, 0.358, 0.386, 0.416, 0.336]
}

Stability comparison, relative energies in kJ/mol: arrangement w 0.0; arrangement x 25.3